Computed, not measured: C3H3O2P as an isolated structure, with ωB97M-V/def2-TZVPD.

LUMO level (spin up / spin down): -4.08 / -3.39 eV
energy relative to the best compared isomer or geometry (same formula, charge and spin): 7.0512 eV
HOMO (spin up / spin down): -0.3728 / -0.3965 Eh
frontier orbital gap (spin up / spin down): 6.069 / 7.395 eV

Cartesian coordinates (Å):
C1 1.2249 -0.8506 -1.3455
C2 1.6848 -0.3296 -2.3282
C3 -1.1913 0.8843 0.4207
O1 2.0026 -1.8058 1.1354
O2 -0.3162 0.2659 1.2661
P1 0.8915 -1.3826 0.3298
H1 -1.1547 0.4748 -0.6009
H2 -0.9217 1.9476 0.3332
H3 -2.2199 0.7961 0.7894